C19H42NO14PS | ωB97M-V/def2-TZVPD

Calculated values
E_HOMO = -8.79 eV
E = -70663.62734 eV
LUMO = 0.2 eV
Kohn-Sham gap = 9.03 eV

Each line ends with the Mulliken charge.
Geometry (Å):
C: -3.332 -0.931 1.035  -0.67
C: -2.635 -2.279 0.846  -0.47
N: -1.306 -2.227 0.257  -0.16
O: -0.534 -1.162 0.785  -0.01
S: 0.736 -1.708 1.648  0.46
O: 0.353 -2.884 2.387  -0.51
O: 1.574 -2.205 0.328  -0.31
C: 2.830 -2.787 0.665  -0.51
P: 2.726 -4.632 0.689  1.09
O: 1.525 -5.108 0.012  -0.66
O: 2.836 -5.068 2.231  -0.51
O: 4.122 -5.184 0.120  -0.54
H: -4.055 -1.019 1.854  0.43
H: -3.893 -0.627 0.158  -0.01
H: -2.643 -0.136 1.311  0.21
H: -3.218 -2.888 0.151  0.30
H: -2.572 -2.827 1.788  0.31
H: -1.300 -2.143 -0.749  0.20
H: 3.561 -2.482 -0.080  0.32
H: 3.166 -2.437 1.648  0.39
H: 3.690 -5.483 2.399  0.31
H: 4.620 -4.542 -0.427  0.46
O: -2.843 0.728 -1.475  -0.55
C: -2.442 1.862 -1.383  0.94
O: -3.028 2.672 -0.494  -0.40
C: -2.527 3.986 -0.180  -0.19
C: -3.033 5.027 -1.153  -1.11
C: -1.355 2.393 -2.285  -1.23
H: -1.442 3.976 -0.108  0.40
H: -2.903 4.192 0.815  0.09
H: -2.685 4.837 -2.169  0.28
H: -2.686 6.014 -0.849  0.37
H: -4.123 5.027 -1.174  0.33
H: -1.814 2.720 -3.218  0.31
H: -0.671 1.576 -2.502  0.34
H: -0.785 3.216 -1.862  0.39
O: 5.548 -3.207 -1.138  -0.69
C: 6.737 -3.099 -0.935  0.84
O: 7.399 -2.169 -1.617  -0.37
C: 8.773 -1.834 -1.359  -0.43
C: 9.727 -2.752 -2.090  -0.96
C: 7.466 -4.025 0.004  -1.07
H: 8.962 -1.806 -0.286  0.37
H: 8.873 -0.814 -1.725  0.30
H: 9.634 -3.785 -1.753  0.28
H: 10.755 -2.430 -1.926  0.36
H: 9.522 -2.732 -3.160  0.30
H: 7.727 -4.931 -0.543  0.29
H: 6.790 -4.295 0.812  0.28
H: 8.367 -3.599 0.437  0.37
O: -8.188 -1.728 -3.919  -0.58
C: -7.040 -1.942 -3.639  0.71
O: -6.218 -0.897 -3.432  -0.38
C: -4.876 -1.043 -2.939  -0.05
C: -3.894 -1.334 -4.053  -1.02
C: -6.488 -3.349 -3.580  -0.83
H: -4.838 -1.795 -2.148  0.27
H: -4.637 -0.093 -2.480  0.17
H: -4.110 -2.280 -4.551  0.36
H: -2.881 -1.376 -3.652  0.28
H: -3.940 -0.546 -4.805  0.31
H: -6.209 -3.650 -4.590  0.24
H: -7.281 -4.004 -3.229  0.30
H: -5.629 -3.468 -2.926  0.27
O: -1.239 5.662 1.828  -0.49
C: -1.280 5.836 3.018  0.72
O: -0.159 6.229 3.647  -0.38
C: -0.133 6.611 5.028  -0.44
C: 0.018 5.419 5.948  -0.93
C: -2.529 5.550 3.817  -1.03
H: -1.008 7.214 5.275  0.38
H: 0.734 7.264 5.112  0.30
H: -0.831 4.740 5.872  0.27
H: 0.100 5.750 6.983  0.35
H: 0.916 4.857 5.689  0.30
H: -2.549 4.486 4.053  0.27
H: -3.389 5.783 3.194  0.32
H: -2.613 6.118 4.739  0.37